# C30H38BrF15N3O11PS

A 6-piece molecular cluster, C30H38BrF15N3O11PS overall (ωB97M-V/def2-TZVPD, OMol25).

Summary:
LUMO level in Eh: -0.070

Cartesian coordinates (Å):
N1 -3.735 2.318 -3.430
C1 -2.390 1.674 -3.705
C2 -1.233 2.104 -2.576
C3 -1.256 3.701 -2.219
C4 -0.574 4.116 -0.789
C5 -0.888 3.100 0.459
C6 -2.174 3.302 1.460
C7 -2.361 2.214 2.677
C8 -1.287 0.987 2.850
P1 -1.537 -0.224 4.346
O1 -0.080 -0.015 5.295
Br1 -3.244 0.486 5.664
C9 -0.006 0.680 1.870
N2 1.033 -0.436 1.895
S1 2.060 -0.068 0.487
N3 1.356 1.408 -0.162
C10 0.133 1.804 0.671
H1 -3.741 3.334 -3.696
H2 -3.980 2.235 -2.404
H3 -1.992 1.807 -4.797
H4 -2.551 0.503 -3.538
H5 -1.404 1.382 -1.672
H6 -0.188 1.847 -3.035
H7 -0.607 4.240 -3.064
H8 -2.313 4.210 -2.260
H9 -1.056 5.166 -0.487
H10 0.587 4.357 -0.928
H11 -2.897 4.213 1.258
H12 -3.275 2.360 3.393
H13 -0.254 -0.112 6.278
C11 4.521 -2.559 3.351
C12 5.020 -1.126 3.337
O2 6.404 -1.068 3.713
C13 7.311 -1.376 2.730
O3 6.996 -1.690 1.585
C14 8.738 -1.227 3.247
F1 8.918 -1.800 4.473
F2 9.101 0.082 3.384
F3 9.666 -1.794 2.426
H14 4.710 -3.024 4.324
H15 3.449 -2.599 3.140
H16 5.041 -3.168 2.604
H17 4.465 -0.540 4.076
H18 4.861 -0.651 2.363
C15 -9.846 2.367 -3.182
C16 -8.620 1.587 -2.745
O4 -7.615 2.472 -2.227
C17 -7.789 2.892 -0.933
O5 -8.738 2.556 -0.227
C18 -6.630 3.783 -0.494
F4 -6.309 4.727 -1.426
F5 -5.490 3.068 -0.270
F6 -6.886 4.463 0.659
H19 -9.570 3.150 -3.896
H20 -10.582 1.705 -3.648
H21 -10.323 2.867 -2.332
H22 -8.182 1.081 -3.610
H23 -8.872 0.813 -2.012
C19 1.087 0.081 -9.876
C20 0.679 1.501 -10.221
O6 -0.326 1.974 -9.311
C21 0.122 2.417 -8.092
O7 1.305 2.421 -7.761
C22 -1.037 2.935 -7.247
F7 -2.114 2.096 -7.256
F8 -1.494 4.143 -7.688
F9 -0.706 3.110 -5.936
H24 0.211 -0.575 -9.842
H25 1.795 -0.309 -10.613
H26 1.557 0.032 -8.888
H27 0.235 1.521 -11.221
H28 1.540 2.179 -10.236
C23 4.350 -0.703 9.011
C24 4.462 -2.167 8.629
O8 3.167 -2.787 8.614
C25 2.406 -2.569 7.493
O9 2.775 -1.888 6.539
C26 1.082 -3.321 7.586
F10 0.474 -3.173 8.799
F11 1.241 -4.664 7.403
F12 0.172 -2.917 6.656
H29 3.822 -0.592 9.964
H30 5.341 -0.248 9.099
H31 3.778 -0.140 8.265
H32 5.058 -2.696 9.380
H33 4.967 -2.298 7.666
C27 0.227 -4.337 0.872
C28 1.488 -3.886 0.161
O10 2.155 -5.004 -0.444
C29 1.650 -5.431 -1.646
O11 0.683 -4.915 -2.202
C30 2.478 -6.587 -2.200
F13 2.754 -7.536 -1.259
F14 3.684 -6.169 -2.682
F15 1.864 -7.240 -3.226
H34 0.453 -5.130 1.594
H35 -0.242 -3.501 1.399
H36 -0.502 -4.750 0.167
H37 2.185 -3.457 0.888
H38 1.279 -3.109 -0.582

Forces on atoms 1 to 3 (eV/Å):
N 0.9 0.3 0.2
C 0.5 -1.0 1.2
C -0.2 -0.2 -0.9

=====

# C30H38Cl8F6O24

A 12-piece molecular cluster, C30H38Cl8F6O24 overall (ωB97M-V/def2-TZVPD, OMol25).

Summary:
LUMO level (spin up / spin down) in Eh: -0.076 / -0.372
Total charge: +1
2S+1: 2
Expectation value of S²: 0.76

Cartesian coordinates (Å):
C1 1.536 -0.649 4.377
C2 0.937 0.730 4.003
C3 1.850 1.900 4.320
O1 1.463 2.768 3.288
C4 1.085 2.097 2.203
O2 0.956 2.561 1.101
O3 0.854 0.847 2.569
H1 0.864 -1.465 4.108
H2 1.464 -0.729 5.461
H3 2.529 -0.998 4.094
H4 -0.037 0.784 4.489
H5 2.903 1.626 4.246
H6 1.667 2.402 5.270
C5 3.562 2.641 -1.219
C6 3.251 4.056 -1.696
C7 3.763 5.080 -0.662
O4 4.747 5.816 -1.405
C8 4.832 5.357 -2.660
O5 5.601 5.725 -3.516
O6 4.009 4.302 -2.822
H7 4.636 2.516 -1.087
H8 3.262 1.837 -1.892
H9 3.046 2.535 -0.265
H10 2.174 4.182 -1.803
H11 4.206 4.597 0.209
H12 2.931 5.715 -0.359
C9 2.618 -2.975 -2.975
Cl1 0.864 -3.523 -2.948
Cl2 3.446 -3.392 -4.517
H13 2.610 -1.894 -2.835
H14 3.207 -3.401 -2.162
C10 5.788 -0.053 1.194
Cl3 4.121 -0.436 0.676
Cl4 6.579 0.860 -0.065
H15 5.764 0.577 2.084
H16 6.412 -0.924 1.393
C11 3.458 1.117 -4.562
Cl5 4.463 0.171 -3.474
Cl6 1.946 0.171 -4.694
H17 3.283 2.090 -4.104
H18 3.967 1.247 -5.517
C12 2.451 -4.366 2.319
Cl7 0.768 -3.935 2.194
Cl8 3.249 -4.034 0.794
H19 2.918 -3.746 3.084
H20 2.687 -5.404 2.555
C13 -3.055 -0.546 -3.170
C14 -2.378 -0.791 -4.494
O7 -3.030 0.092 -5.351
C15 -3.705 0.999 -4.543
O8 -4.244 1.960 -5.014
O9 -3.685 0.678 -3.266
F1 -2.672 -2.044 -4.868
H21 -2.476 -0.564 -2.247
H22 -3.941 -1.171 -3.060
H23 -1.299 -0.657 -4.564
C16 -5.458 0.659 1.783
C17 -4.912 1.609 0.713
O10 -4.583 2.682 1.514
C18 -4.245 2.152 2.727
O11 -3.520 2.646 3.579
O12 -4.596 0.869 2.839
F2 -5.858 1.980 -0.157
H24 -5.445 -0.340 1.348
H25 -6.487 0.960 1.980
H26 -4.242 0.944 0.168
C19 -2.690 -3.094 3.520
C20 -2.631 -1.738 4.277
O13 -1.575 -1.848 5.042
C21 -1.338 -3.230 5.211
O14 -0.626 -3.694 6.043
O15 -2.033 -3.983 4.313
F3 -3.694 -1.618 5.098
H27 -2.225 -3.189 2.538
H28 -3.737 -3.356 3.371
H29 -2.567 -0.923 3.556
C22 0.663 -1.659 -0.182
C23 0.440 -0.337 -0.964
O16 -0.853 -0.085 -0.601
C24 -1.075 -0.536 0.563
O17 -1.975 -0.204 1.264
O18 -0.132 -1.350 0.928
F4 0.579 -0.472 -2.254
H30 1.699 -1.879 0.077
H31 0.255 -2.579 -0.601
H32 1.099 0.447 -0.591
C25 -1.730 3.471 -0.475
C26 -0.618 3.665 -1.549
O19 -1.270 4.503 -2.472
C27 -2.569 4.288 -2.394
O20 -3.363 4.785 -3.145
O21 -2.865 3.566 -1.321
F5 -0.341 2.538 -2.095
H33 -1.731 4.330 0.196
H34 -1.589 2.542 0.077
H35 0.221 4.141 -1.042
C28 -1.476 -5.245 -0.390
C29 -1.848 -5.530 -1.794
O22 -2.454 -4.324 -2.268
C30 -2.892 -3.657 -1.240
O23 -3.727 -2.802 -1.235
O24 -2.264 -4.073 -0.150
F6 -2.766 -6.532 -1.875
H36 -0.440 -4.998 -0.158
H37 -1.788 -6.008 0.323
H38 -0.937 -5.834 -2.310

Forces on atoms 1 to 3 (eV/Å):
C -1.2 -0.3 0.7
C 1.8 -2.1 0.6
C -0.6 -0.4 0.6

=====

# C30H38MgN4O

C30H38MgN4O as an isolated structure (ωB97M-V/def2-TZVPD, OMol25).

Summary:
LUMO level in Eh: 0.151
Total charge: -2

Cartesian coordinates (Å):
Mg1 0.108 -0.389 0.082
N1 0.498 -2.974 5.025
N2 -0.085 -2.285 -1.239
C1 0.966 1.875 0.488
C2 1.961 0.900 0.773
C3 1.992 0.733 2.226
C4 3.034 0.234 2.963
H1 3.824 -0.350 2.488
H2 2.540 -1.785 4.073
H3 3.057 0.405 4.034
C5 0.800 1.392 2.729
C6 0.344 1.297 4.131
H4 0.860 1.998 4.807
H5 0.531 0.283 4.519
H6 -0.733 1.511 4.199
C7 0.265 2.171 1.705
C8 -0.793 3.197 1.862
H7 -1.621 2.820 2.475
H8 -1.199 3.496 0.891
H9 -0.412 4.106 2.353
C9 3.122 0.588 -0.087
H10 3.815 1.447 -0.177
H11 2.800 0.322 -1.106
H12 3.691 -0.256 0.326
C10 0.880 2.634 -0.785
H13 -0.116 3.074 -0.920
H14 1.083 1.996 -1.656
H15 1.612 3.463 -0.811
C11 -0.502 -3.708 5.479
H16 -0.667 -3.755 6.567
C12 -1.367 -4.428 4.616
H17 -2.164 -5.003 5.066
C13 -1.174 -4.384 3.225
H18 -1.866 -4.883 2.533
C14 -0.122 -3.622 2.736
H19 0.119 -3.518 1.671
C15 0.782 -2.971 3.682
C16 1.966 -2.349 3.328
H20 2.375 -2.525 2.347
C17 -0.562 -1.178 -1.812
C18 0.556 -3.045 -2.247
H21 1.100 -3.962 -2.043
C19 0.430 -2.378 -3.434
H22 0.738 -2.622 -4.433
N3 -0.208 -1.164 -3.143
C20 -0.209 0.040 -3.854
C21 0.857 0.438 -4.693
C22 0.701 1.669 -5.335
H23 1.462 1.993 -6.044
C23 -0.379 2.512 -5.080
C24 -0.509 3.791 -5.830
H24 -1.019 4.541 -5.232
H25 -1.085 3.644 -6.745
H26 0.468 4.171 -6.117
C25 -1.332 2.135 -4.131
H27 -2.154 2.803 -3.889
C26 -1.261 0.900 -3.501
C27 -2.292 0.473 -2.511
H28 -2.862 -0.411 -2.830
H29 -3.005 1.297 -2.398
H30 -1.901 0.280 -1.483
C28 2.157 -0.291 -4.860
H31 2.042 -1.333 -5.170
H32 2.787 -0.251 -3.959
H33 2.723 0.234 -5.651
C29 -3.973 -0.301 1.694
C30 -2.516 -0.497 1.903
N4 -2.167 -0.989 3.093
O1 -1.645 -0.202 1.027
H34 -4.490 -1.280 1.678
H35 -4.158 0.224 0.746
H36 -4.403 0.290 2.525
H37 -1.215 -0.938 3.418
H38 -2.880 -1.348 3.719

Forces on atoms 1 to 3 (eV/Å):
Mg 0.6 0.6 1.3
N -1.1 -0.3 2.1
N 0.6 -0.8 -1.0

=====

# C30H38N7O2PPdS2

C30H38N7O2PPdS2 as an isolated structure (ωB97M-V/def2-TZVPD, OMol25).

Summary:
LUMO level (spin up / spin down) in Eh: 0.090 / 0.090
Total charge: -1
2S+1: 2
Expectation value of S²: 0.76

Cartesian coordinates (Å):
Pd1 0.223 -0.742 1.491
C1 3.979 0.512 2.765
C2 3.945 -0.504 1.622
C3 4.656 0.023 0.400
C4 6.031 -0.116 0.262
C5 6.700 0.396 -0.840
C6 5.978 1.047 -1.826
C7 4.599 1.202 -1.733
C8 3.834 1.795 -2.893
C9 3.015 0.744 -3.647
C10 3.928 0.703 -0.599
N1 2.534 0.743 -0.513
C11 1.879 1.865 -0.471
C12 0.479 1.888 -0.545
C13 -0.310 3.018 -0.460
C14 -1.687 3.024 -0.556
C15 -2.388 1.808 -0.798
N2 -1.938 0.600 -0.898
H1 3.420 0.141 3.626
H2 3.510 1.445 2.447
H3 5.008 0.724 3.064
H4 2.903 -0.688 1.364
H5 4.397 -1.444 1.949
H6 6.578 -0.639 1.040
H7 7.774 0.284 -0.934
H8 6.489 1.433 -2.702
H9 4.551 2.259 -3.577
H10 3.164 2.589 -2.562
H11 3.663 -0.057 -4.010
H12 2.501 1.184 -4.503
H13 2.264 0.307 -2.987
H14 2.393 2.829 -0.359
H15 0.220 3.958 -0.321
H16 -2.251 3.944 -0.495
H17 -3.468 1.883 -0.943
C16 -3.442 2.431 3.509
C17 -2.029 2.240 3.009
O1 -1.384 1.271 3.841
P1 0.012 0.656 3.234
S1 0.466 -0.957 4.329
S2 -0.273 0.281 -0.707
O2 1.049 1.883 3.538
C18 1.340 2.257 4.884
C19 2.190 3.507 4.843
H18 -3.961 3.164 2.889
H19 -3.443 2.781 4.542
H20 -3.987 1.488 3.466
H21 -1.470 3.182 3.044
H22 -2.024 1.897 1.971
H23 1.867 1.432 5.371
H24 0.407 2.427 5.429
H25 3.110 3.321 4.290
H26 2.451 3.820 5.857
H27 1.654 4.322 4.355
C20 2.036 -2.347 -1.398
C21 1.171 -3.153 -0.499
N3 0.621 -2.750 0.622
C22 -0.131 -3.799 1.109
C23 -0.060 -4.843 0.250
N4 0.802 -4.444 -0.756
C24 1.065 -5.172 -1.960
N5 0.415 -4.568 -3.115
N6 0.860 -4.943 -4.331
N7 0.246 -4.282 -5.237
C25 -0.638 -3.423 -4.616
C26 -1.486 -2.454 -5.165
C27 -2.206 -1.682 -4.289
C28 -2.105 -1.866 -2.890
C29 -1.295 -2.827 -2.338
C30 -0.547 -3.605 -3.237
H28 2.287 -1.410 -0.898
H29 1.500 -2.084 -2.313
H30 2.945 -2.888 -1.669
H31 -0.660 -3.711 2.043
H32 -0.492 -5.828 0.265
H33 0.711 -6.193 -1.821
H34 2.132 -5.196 -2.178
H35 -1.541 -2.319 -6.237
H36 -2.851 -0.899 -4.664
H37 -2.635 -1.193 -2.229
H38 -1.231 -2.935 -1.264

Forces on atoms 1 to 3 (eV/Å):
Pd 0.1 0.1 0.0
C 0.0 0.0 0.0
C 0.1 0.3 -0.1

=====

# C30H38NO7PPdS

C30H38NO7PPdS as an isolated structure (ωB97M-V/def2-TZVPD, OMol25).

Summary:
LUMO level (spin up / spin down) in Eh: 0.013 / -0.150
2S+1: 5
Expectation value of S²: 6.06

Cartesian coordinates (Å):
Pd1 -0.158 -1.901 -1.010
C1 -2.420 -4.276 -0.259
C2 -3.786 -3.696 -0.161
C3 -4.403 -4.267 1.111
C4 -4.605 -4.241 -1.302
O1 -3.822 -2.257 -0.294
P1 -3.026 -1.200 0.607
O2 -3.724 -0.934 1.847
O3 -1.573 -1.632 0.656
O4 -3.102 0.087 -0.337
C5 -3.636 1.410 -0.091
C6 -3.110 1.884 1.199
C7 -5.108 1.384 0.016
C8 -3.196 2.347 -1.231
H1 -2.471 -5.376 -0.206
H2 -1.740 -3.939 0.520
H3 -2.022 -3.972 -1.275
H4 -4.149 -5.339 1.281
H5 -5.441 -4.082 1.230
H6 -4.037 -3.738 2.007
H7 -4.757 -5.318 -1.385
H8 -4.112 -3.977 -2.247
H9 -5.577 -3.828 -1.392
H10 -3.671 1.434 2.102
H11 -3.049 2.976 1.295
H12 -2.035 1.526 1.263
H13 -5.257 0.664 0.838
H14 -5.558 1.162 -0.946
H15 -5.404 2.399 0.284
H16 -2.118 2.254 -1.311
H17 -3.524 3.347 -1.078
H18 -3.754 2.016 -2.189
C9 0.793 -0.039 -0.702
C10 1.127 1.039 -0.127
C11 1.453 2.032 0.765
C12 2.558 2.941 0.539
C13 3.268 2.881 -0.688
C14 4.310 3.730 -0.981
C15 4.724 4.745 -0.117
C16 4.045 4.775 1.125
C17 3.120 3.861 1.451
C18 0.684 1.974 2.014
C19 0.089 0.720 2.462
C20 -0.582 0.579 3.624
C21 -0.505 1.623 4.544
C22 0.007 2.871 4.118
C23 0.521 3.114 2.875
H19 2.920 2.134 -1.390
H20 4.750 3.653 -1.931
H21 5.527 5.442 -0.242
H22 4.299 5.520 1.892
H23 2.662 3.790 2.377
H24 0.093 -0.178 1.751
H25 -1.097 -0.318 3.921
H26 -0.871 1.511 5.535
H27 0.049 3.757 4.809
H28 0.808 4.102 2.658
C24 6.222 0.914 -1.388
C25 5.263 -0.227 -1.656
C26 4.124 -0.116 -2.350
C27 3.177 -1.096 -2.412
C28 3.473 -2.315 -1.750
C29 4.724 -2.539 -1.237
C30 5.626 -1.511 -1.187
S1 2.108 -3.461 -1.605
O5 2.531 -4.799 -1.830
O6 1.599 -3.165 -0.196
O7 1.038 -2.968 -2.589
H29 6.367 1.524 -2.292
H30 7.094 0.458 -0.978
H31 5.785 1.492 -0.537
H32 4.008 0.791 -2.866
H33 2.233 -0.887 -2.881
H34 4.980 -3.563 -0.859
H35 6.589 -1.565 -0.749
N1 -1.632 -1.133 -2.459
H36 -2.494 -1.705 -2.516
H37 -1.241 -1.040 -3.380
H38 -1.978 -0.265 -2.109

Forces on atoms 1 to 3 (eV/Å):
Pd 0.0 0.6 0.3
C 1.6 0.0 -1.3
C -1.1 -1.2 0.6